A structure of composition C15H40Mn2N4O11S at a distorted geometry, computed with the ωB97M-V functional and the def2-TZVPD basis.

Atoms and positions in Å:
Mn 7.4673 0.0680 15.6003
Mn 4.3850 -1.6215 14.7266
N 4.8306 0.1726 17.4054
O 4.3577 0.4115 18.4863
O 4.1528 -0.3575 16.4765
O 6.0300 0.4537 17.0993
N 6.2235 -3.0361 16.7852
O 6.2688 -3.8468 17.6929
O 5.3269 -3.1429 15.8827
O 7.0800 -2.1096 16.6974
O 6.1080 -0.6486 14.3150
H 6.1032 -0.4638 13.3757
O 4.0192 -2.5445 13.0443
H 4.3360 -3.1313 12.3785
C 7.7739 -3.0375 11.9570
C 7.2429 -3.8295 13.1519
N 7.8772 -5.1514 13.3484
C 7.3102 -5.6679 14.6066
C 7.8628 -7.0269 15.0257
C 7.6120 -6.0071 12.1994
C 6.2002 -6.5609 12.0335
H 7.2420 -3.3167 11.0505
H 8.8611 -3.0408 11.8894
H 7.5115 -1.9930 12.1638
H 7.2702 -3.2246 14.0564
H 6.1713 -4.0053 13.0002
H 7.6557 -4.9403 15.3423
H 6.2160 -5.7061 14.5719
H 7.6190 -7.7720 14.2622
H 8.9194 -6.9922 15.2914
H 7.4103 -7.4806 15.9137
H 8.3274 -6.8185 12.0415
H 7.8380 -5.3847 11.3251
H 5.4024 -5.8395 11.8506
H 5.8567 -7.2314 12.8233
H 6.2144 -7.2118 11.1513
C 8.1129 2.8806 12.2247
C 7.8468 1.7254 13.2224
N 7.8415 2.0331 14.6835
C 6.6573 2.9007 15.0254
C 6.7777 3.6791 16.3270
C 9.1109 2.7108 15.0165
C 10.3699 1.8762 14.6943
H 7.4033 3.6816 12.4272
H 7.8316 2.5207 11.2382
H 9.1264 3.2497 12.3429
H 6.8078 1.4416 13.0307
H 8.4456 0.8616 12.9311
H 6.5971 3.6709 14.2565
H 5.8082 2.2187 15.0086
H 7.2131 3.0651 17.1218
H 7.4656 4.5183 16.2289
H 5.7994 4.0166 16.6558
H 9.1565 2.9381 16.0806
H 9.2235 3.6706 14.5075
H 10.6111 1.9577 13.6376
H 10.3689 0.8501 15.0661
H 11.1644 2.3628 15.2643
O 3.3647 -0.2437 7.5676
S 4.7993 -0.0746 7.3941
O 5.4128 1.2151 7.5070
O 5.5634 -1.1039 8.4179
C 5.0225 -1.1930 9.7422
C 5.4886 -0.0278 10.6038
C 5.2677 -0.8974 5.8518
H 5.3379 -2.1534 10.1394
H 3.9319 -1.1927 9.7310
H 5.3848 0.9408 10.1188
H 6.5353 -0.1082 10.9188
H 4.9486 -0.0410 11.5541
H 4.8951 -1.9171 5.8639
H 6.3510 -1.0071 5.9225
H 4.9268 -0.2597 5.0463

Cartesian forces, eV/Å:
-1.84 -1.15 0.43
0.19 -1.16 -0.31
-0.33 -0.56 -1.13
0.48 0.02 -0.40
-0.67 0.00 0.42
0.78 0.89 0.73
-0.12 -0.43 0.02
0.06 0.58 -0.54
0.22 0.11 0.46
0.28 0.33 -0.15
0.86 0.80 -0.23
0.15 -0.12 -0.27
-0.55 1.31 1.03
0.26 -0.44 -0.26
-0.47 0.63 0.88
-0.16 -0.63 -0.61
-0.20 0.10 0.51
0.93 -0.22 0.42
-0.33 -0.54 -0.01
-0.06 0.52 -0.87
-0.33 -0.78 -0.56
0.49 -0.05 -0.28
0.00 -0.41 -0.29
-0.10 0.02 -0.20
0.43 -0.20 0.17
-0.14 0.26 0.01
-0.51 0.02 0.25
-0.05 0.18 0.11
0.61 0.02 -0.16
0.14 -0.01 -0.60
-0.40 0.66 0.10
0.07 -0.09 0.82
-0.19 -0.07 0.00
0.18 0.23 0.16
0.19 0.22 0.26
-0.01 0.15 -0.07
-0.53 -0.34 1.28
-1.61 0.38 -0.99
1.17 0.35 0.06
0.52 0.18 -0.24
0.62 -0.74 0.43
0.92 -0.59 0.50
-0.24 1.00 0.42
0.19 0.23 0.00
0.57 -0.05 -0.17
0.09 0.09 -0.61
0.11 -0.22 -0.08
0.28 -0.01 0.56
-0.44 -0.27 -0.31
-0.24 0.30 -0.04
-0.37 -0.10 0.07
-0.25 0.18 -0.14
-0.01 0.09 -0.04
-0.33 -0.09 0.00
-0.29 0.04 -0.13
0.12 -0.45 -0.03
-0.31 -0.14 -0.26
0.19 -0.04 -0.25
1.44 0.51 -0.02
-0.88 -1.70 0.16
-0.20 -0.22 -0.18
-0.49 0.59 -1.10
-0.27 0.57 0.72
0.54 -0.16 0.76
0.69 0.16 1.45
0.17 0.01 -0.04
0.02 -0.07 -0.32
-0.28 -0.06 -0.06
0.13 -0.19 -0.43
-0.40 0.05 -0.19
-0.56 0.21 -0.09
0.03 0.41 -0.37
0.02 -0.13 -0.17

Summary:
highest occupied orbital energy (spin up / spin down): -8.076 / -8.100 eV
molecular weight: 594.44 Da
Kohn-Sham gap (spin up / spin down): 7.293 / 6.811 eV
2S+1: 11
LUMO energy (spin up / spin down): -0.8 / -1.3 eV

Here is what Löwdin gives for the atomic charges, in e: 1.08 0.94 -0.50 0.12 -0.09 -0.13 -0.53 0.07 -0.12 -0.10 -0.41 -0.04 -0.41 -0.08 -0.07 -0.26 -0.17 -0.26 -0.08 -0.26 -0.09 0.06 0.08 0.04 0.09 0.09 0.10 0.12 0.06 0.07 0.07 0.11 0.10 0.07 0.07 0.07 -0.05 -0.25 -0.25 -0.21 -0.08 -0.26 -0.06 0.07 0.08 0.07 0.09 0.12 0.11 0.11 0.07 0.08 0.09 0.11 0.12 0.07 0.07 0.08 -0.29 0.63 -0.28 -0.26 -0.25 -0.07 -0.11 0.11 0.12 0.07 0.06 0.07 0.07 0.07 0.07